Computed, not measured: a structure of composition CH2IPS, with wB97M-V/def2-TZVPD.

LUMO = -0.910 eV

```
6
CH2IPS, DFT wB97M-V/def2-TZVPD
C 1.7938 -0.8924 -0.1650
P 0.3956 0.0782 -0.7633
S 1.8568 -2.4872 0.0208
I 3.5338 0.3692 0.0254
H -0.5934 -0.7839 -0.2973
H 0.3436 0.9315 0.3351
```

Charges in e, computed with natural (NBO), in the same order as the atoms: number 1, C, carries -0.668; number 2, P, carries 0.379; number 3, S, carries 0.157; number 4, I, carries 0.144; number 5, H, carries -0.010; number 6, H, carries -0.002